(1)
Here is a single C32H34ClN3O5 molecule in a non-equilibrium geometry from the Open Molecules 2025 dataset. Energies are from ωB97M-V/def2-TZVPD.

```
75
Properties=species:S:1:pos:R:3
C -2.140 1.134 3.308
C -0.800 1.642 2.873
O -0.012 0.420 2.701
C 1.134 0.620 2.018
C 1.859 -0.714 1.767
C 3.299 -0.622 2.278
C 4.021 0.575 2.241
C 5.256 0.667 2.905
Cl 5.966 2.215 3.106
C 5.881 -0.481 3.420
C 5.215 -1.709 3.311
C 3.914 -1.760 2.815
O 1.478 1.725 1.636
H -2.859 1.955 3.391
H -2.528 0.407 2.585
H -2.066 0.624 4.275
H -0.841 2.195 1.926
H -0.311 2.253 3.648
H 1.347 -1.410 2.453
H 3.612 1.457 1.753
H 6.854 -0.393 3.898
H 5.694 -2.636 3.630
H 3.363 -2.706 2.823
C -2.317 2.920 -3.608
N -2.171 2.070 -2.454
C -3.185 1.932 -1.547
O -4.236 2.567 -1.536
C -2.746 0.874 -0.536
C -3.610 -0.390 -0.632
C -5.048 -0.123 -0.231
C -6.092 -0.292 -1.149
C -7.387 0.112 -0.816
C -7.659 0.645 0.449
C -6.629 0.742 1.389
C -5.334 0.325 1.062
N -1.348 0.680 -0.898
C -0.532 -0.166 -0.204
C 0.763 -0.418 -0.528
C 1.643 -1.261 0.372
C 2.900 -1.806 -0.353
C 3.453 -3.039 0.039
C 4.613 -3.528 -0.542
C 5.145 -2.872 -1.665
N 6.248 -3.458 -2.357
O 6.626 -2.954 -3.441
O 6.794 -4.466 -1.848
C 4.594 -1.656 -2.103
C 3.545 -1.088 -1.375
C -0.978 1.281 -2.186
C -0.799 0.193 -3.260
C 0.241 2.212 -2.105
H -3.270 3.450 -3.528
H -1.497 3.644 -3.644
H -2.301 2.324 -4.531
H -2.806 1.307 0.478
H -3.575 -0.749 -1.676
H -3.171 -1.170 0.012
H -5.865 -0.697 -2.139
H -8.184 0.024 -1.553
H -8.666 0.976 0.705
H -6.822 1.150 2.381
H -4.529 0.378 1.800
H -1.001 -0.672 0.649
H 1.138 -0.196 -1.527
H 1.035 -2.161 0.589
H 3.004 -3.599 0.859
H 5.118 -4.414 -0.167
H 5.022 -1.173 -2.978
H 3.252 -0.056 -1.592
H -1.759 -0.318 -3.415
H -0.477 0.659 -4.199
H -0.061 -0.552 -2.957
H 0.017 3.038 -1.415
H 1.132 1.701 -1.741
H 0.437 2.610 -3.111
```

Calculated values
net charge	0
electronic energy	-60963.4038	eV
SMILES	CCOC(=O)[C@H](c1cccc(Cl)c1)[C@@H](/C=C/N1[C@H](Cc2ccccc2)C(=O)N(C)C1(C)C)c1ccc([N+](=O)[O-])cc1
M	576.093	g mol⁻¹

***

(2)
Here is a molecular structure, C32H34ClNPSiV in a non-equilibrium geometry from the Open Molecules 2025 dataset. Energies are from ωB97M-V/def2-TZVPD.

```
71
Properties=species:S:1:pos:R:3
C -0.814 -2.161 2.774
C -0.628 -2.297 1.359
C 0.724 -2.692 1.126
H -1.396 -2.193 0.598
C 1.386 -2.799 2.394
C 0.425 -2.498 3.417
H 0.577 -2.594 4.490
H -1.747 -1.908 3.272
H 1.154 -2.905 0.148
H 2.403 -3.146 2.551
V 0.691 -0.816 2.195
Cl 1.877 0.280 0.497
P 0.148 -0.329 -2.753
C 1.360 -1.470 -3.407
C 1.133 -2.299 -4.522
H 0.211 -2.198 -5.099
C 2.088 -3.256 -4.871
H 1.904 -3.914 -5.722
C 3.273 -3.381 -4.137
H 4.016 -4.131 -4.415
C 3.516 -2.537 -3.045
H 4.445 -2.618 -2.479
C 2.568 -1.588 -2.678
H 2.724 -0.943 -1.814
C -1.523 -0.845 -3.143
C -1.893 -2.195 -2.914
H -1.130 -2.925 -2.644
C -3.232 -2.574 -3.022
H -3.509 -3.616 -2.851
C -4.207 -1.622 -3.347
H -5.255 -1.925 -3.424
C -3.845 -0.289 -3.575
H -4.603 0.450 -3.831
C -2.512 0.109 -3.469
H -2.225 1.148 -3.627
C 0.484 1.352 -3.285
C 0.946 1.683 -4.573
H 1.070 0.902 -5.327
C 1.245 3.016 -4.869
H 1.628 3.276 -5.857
C 1.059 4.019 -3.911
H 1.288 5.060 -4.153
C 0.576 3.697 -2.638
H 0.403 4.477 -1.894
C 0.319 2.367 -2.313
H 0.005 2.086 -1.309
C -1.951 0.842 0.981
Si -1.561 1.465 2.702
C -1.255 3.296 2.619
C -2.888 1.018 3.926
N -0.054 0.693 3.201
C 0.806 1.036 4.237
C 2.096 0.449 4.214
C 2.903 0.512 5.351
C 2.491 1.273 6.448
C 1.282 1.979 6.414
C 0.426 1.862 5.319
H -2.807 1.449 0.644
H -2.263 -0.211 0.952
H -1.126 0.989 0.270
H -2.229 3.797 2.530
H -0.747 3.673 3.515
H -0.648 3.539 1.738
H -3.256 -0.004 3.761
H -2.534 1.104 4.963
H -3.726 1.717 3.790
H 2.464 -0.026 3.281
H 3.849 -0.036 5.366
H 3.134 1.329 7.328
H 0.999 2.620 7.247
H -0.536 2.377 5.304
```

Calculated values
2S+1	3
net charge	0
ΔE to the lowest compared entry with this formula, charge and spin	0.000	eV
electronic energy	-90604.5577	eV
<S²>	2.03
M	578.088	g mol⁻¹

***

(3)
Here is a molecular structure, C32H34IrN3P2Se2 from the Open Molecules 2025 dataset. Energies are from ωB97M-V/def2-TZVPD.

```
74
Properties=species:S:1:pos:R:3
Ir 0.120 -0.404 -0.016
C 2.420 -2.757 0.178
C 3.196 -1.454 0.226
P 2.157 -0.140 0.927
C 2.945 1.411 0.488
C 3.516 1.557 -0.783
C 4.157 2.733 -1.129
C 4.230 3.778 -0.216
C 3.677 3.638 1.048
C 3.039 2.461 1.407
C 2.222 -0.255 2.721
C 1.449 0.610 3.498
C 1.592 0.640 4.876
C 2.496 -0.213 5.498
C 3.266 -1.078 4.735
C 3.142 -1.093 3.352
P 0.937 -2.453 -0.829
C -0.141 -3.884 -0.614
C -0.962 -4.287 -1.665
C -1.829 -5.359 -1.498
C -1.871 -6.040 -0.290
C -1.046 -5.649 0.758
C -0.190 -4.572 0.601
C 1.441 -2.484 -2.555
C 0.693 -1.797 -3.513
C 1.024 -1.892 -4.857
C 2.102 -2.669 -5.253
C 2.840 -3.369 -4.308
C 2.509 -3.288 -2.964
H 2.098 -3.047 1.179
H 3.007 -3.576 -0.230
H 3.460 -1.131 -0.783
H 4.130 -1.514 0.785
H 3.468 0.759 -1.513
H 4.593 2.839 -2.113
H 4.724 4.699 -0.493
H 3.747 4.445 1.764
H 2.633 2.367 2.402
H 0.767 1.308 3.029
H 1.005 1.335 5.464
H 2.607 -0.193 6.574
H 3.979 -1.736 5.213
H 3.776 -1.764 2.789
H -0.918 -3.782 -2.622
H -2.460 -5.670 -2.319
H -2.537 -6.883 -0.167
H -1.064 -6.192 1.694
H 0.449 -4.290 1.430
H -0.153 -1.192 -3.216
H 0.438 -1.356 -5.592
H 2.365 -2.736 -6.300
H 3.672 -3.988 -4.616
H 3.085 -3.867 -2.255
C -1.928 2.474 -0.554
Se -0.801 1.778 0.875
C -2.197 1.116 2.072
C -2.744 -0.215 1.623
Se -1.388 -1.624 1.536
C -1.006 -1.779 3.430
H -2.678 3.108 -0.088
H -2.384 1.673 -1.129
H -1.285 3.078 -1.189
H -2.971 1.882 2.105
H -1.741 1.060 3.060
H -3.155 -0.166 0.615
H -3.535 -0.578 2.281
H -1.969 -1.888 3.924
H -0.452 -0.930 3.808
H -0.427 -2.691 3.558
N 1.554 4.610 -3.287
C 1.503 3.459 -3.283
N 1.497 2.125 -3.275
C 1.027 1.388 -2.407
N 0.529 0.605 -1.664
```

Calculated values
net charge	+2
electronic energy	-190302.7025	eV
M	872.730	g mol⁻¹